# 1
{"formula": "C29H46BeClMgN2NbO18PV2", "method": "ωB97M-V/def2-TZVPD", "symbols": ["C", "C", "C", "C", "Nb", "Cl", "H", "H", "H", "H", "H", "H", "H", "H", "H", "H", "H", "H", "H", "O", "V", "O", "C", "C", "C", "C", "C", "C", "C", "O", "C", "C", "C", "C", "C", "C", "C", "O", "H", "H", "H", "H", "H", "H", "H", "H", "O", "P", "O", "O", "O", "C", "C", "O", "C", "O", "O", "C", "H", "H", "H", "H", "H", "H", "H", "H", "C", "C", "C", "C", "C", "C", "H", "H", "H", "H", "H", "H", "H", "H", "H", "H", "H", "H", "H", "H", "C", "N", "O", "O", "H", "H", "H", "O", "V", "O", "Be", "Mg", "N", "O", "O", "O"], "xyz": [[-3.71, 1.35, -8.22], [-3.60, 2.70, -7.43], [-4.06, 2.63, -5.92], [-3.82, 4.08, -5.31], [-2.85, 1.24, -4.61], [-3.86, 2.09, -2.47], [-4.04, 0.48, -7.61], [-2.73, 1.14, -8.69], [-4.43, 1.47, -9.06], [-4.30, 3.42, -7.92], [-2.60, 3.18, -7.50], [-5.14, 2.39, -5.83], [-3.19, 4.06, -4.39], [-4.79, 4.59, -5.14], [-3.25, 4.69, -6.04], [-1.45, 2.44, -4.42], [-1.83, 0.10, -3.57], [-4.16, -0.03, -4.59], [-2.09, 0.48, -6.06], [2.17, 3.99, -2.68], [1.06, 3.91, -4.00], [0.02, 3.92, -5.40], [1.74, -3.76, 2.95], [1.31, -4.77, 2.10], [0.23, -4.54, 1.25], [-0.42, -3.31, 1.26], [0.00, -2.31, 2.14], [1.09, -2.54, 2.98], [-0.71, -1.02, 2.21], [-0.35, -0.14, 2.96], [-1.89, -0.80, 1.32], [-2.61, 0.40, 1.40], [-3.69, 0.62, 0.56], [-4.05, -0.36, -0.36], [-3.34, -1.56, -0.44], [-2.26, -1.79, 0.41], [-1.53, -3.08, 0.34], [-1.85, -3.92, -0.49], [2.59, -3.94, 3.60], [1.81, -5.73, 2.08], [-0.09, -5.32, 0.57], [1.43, -1.76, 3.65], [-2.32, 1.16, 2.11], [-4.25, 1.54, 0.63], [-4.90, -0.18, -1.04], [-3.63, -2.32, -1.17], [5.26, -0.97, 0.43], [4.08, -1.82, 0.91], [3.03, -1.90, -0.20], [3.48, -1.19, 2.16], [4.56, -3.24, 1.24], [-1.17, -3.42, -3.24], [0.31, -3.15, -3.44], [0.97, -4.24, -4.13], [0.78, -4.31, -5.43], [0.14, -3.56, -6.11], [1.45, -5.41, -5.89], [1.27, -5.67, -7.30], [-1.31, -4.37, -2.74], [-1.61, -2.63, -2.63], [-1.70, -3.46, -4.19], [0.80, -3.07, -2.46], [0.49, -2.21, -3.96], [1.51, -4.79, -7.90], [0.25, -5.99, -7.49], [1.95, -6.48, -7.58], [6.06, 2.87, 6.60], [4.58, 2.86, 6.96], [4.00, 1.45, 7.10], [4.05, 0.61, 5.82], [3.34, 1.22, 4.61], [1.84, 1.40, 4.83], [6.24, 2.39, 5.63], [6.43, 3.89, 6.54], [6.64, 2.34, 7.36], [4.02, 3.43, 6.21], [4.45, 3.39, 7.91], [2.97, 1.53, 7.45], [4.55, 0.92, 7.88], [3.61, -0.37, 6.03], [5.10, 0.41, 5.55], [3.49, 0.56, 3.76], [3.80, 2.17, 4.34], [1.36, 0.45, 5.05], [1.38, 1.81, 3.93], [1.64, 2.09, 5.65], [-0.50, 3.87, 3.92], [-1.68, 3.82, 3.02], [-2.49, 2.93, 3.20], [-1.76, 4.68, 2.18], [-0.56, 3.04, 4.62], [0.39, 3.78, 3.30], [-0.52, 4.82, 4.44], [10.31, 3.11, 9.60], [9.07, 1.96, 9.22], [7.87, 0.75, 8.92], [-5.87, -1.96, -1.02], [3.08, -4.42, -5.86], [-7.78, 1.30, 0.27], [-8.95, 1.55, 0.00], [-7.08, 0.64, -0.53], [-7.27, 1.70, 1.31]], "lowdin_charge": [-0.15, -0.33, -0.49, -0.18, 1.00, -0.05, 0.04, 0.07, 0.07, 0.11, 0.10, 0.09, 0.00, 0.08, 0.07, -0.04, -0.14, -0.08, -0.10, -0.47, 1.16, -0.52, -0.03, -0.03, 0.01, -0.09, -0.07, 0.00, -0.25, 0.13, -0.02, 0.07, -0.04, -0.19, -0.07, -0.06, -0.27, 0.06, 0.12, 0.11, 0.12, 0.11, 0.10, 0.12, 0.01, 0.07, -0.16, -0.10, -0.24, -0.20, -0.18, -0.06, -0.15, 0.02, -0.71, 0.19, -0.19, -0.03, 0.08, 0.06, 0.08, 0.14, 0.13, 0.10, 0.13, 0.11, -0.11, -0.26, -0.22, -0.22, -0.25, -0.12, 0.07, 0.07, 0.03, 0.10, 0.10, 0.10, 0.11, 0.11, 0.10, 0.08, 0.10, 0.07, 0.04, 0.07, 0.05, -0.44, 0.04, 0.08, 0.09, 0.10, 0.11, -0.51, 1.27, -0.50, 0.95, 1.10, -0.61, 0.09, -0.06, 0.09], "energy_ev": -151192.0612, "homo_lumo_gap_ev": 0.82, "total_charge": 1, "e_homo_ev": -8.94}



# 2
{"formula": "C29H46BrEuN3P2S", "method": "ωB97M-V/def2-TZVPD", "symbols": ["C", "C", "C", "C", "N", "C", "C", "C", "C", "C", "C", "C", "C", "C", "Eu", "P", "H", "H", "H", "H", "H", "H", "H", "H", "C", "C", "H", "H", "H", "H", "H", "C", "C", "H", "H", "H", "H", "H", "C", "C", "H", "H", "H", "H", "H", "Br", "P", "C", "C", "H", "H", "H", "H", "H", "C", "C", "H", "H", "H", "H", "H", "C", "C", "H", "H", "H", "H", "H", "S", "C", "N", "C", "C", "C", "N", "H", "H", "H", "H", "H", "H", "H", "H"], "xyz": [[-1.03, 6.88, -3.69], [-1.30, 5.52, -3.90], [-1.50, 5.11, -5.24], [-1.45, 6.06, -6.27], [-1.20, 7.35, -6.02], [-0.99, 7.77, -4.77], [-1.31, 4.62, -2.77], [-1.19, 3.79, -1.87], [-0.52, 2.68, -1.24], [0.66, 2.97, -0.49], [1.36, 1.91, 0.08], [0.92, 0.57, -0.10], [-0.33, 0.31, -0.69], [-1.08, 1.38, -1.19], [-1.17, 2.43, 1.30], [2.10, -0.74, 0.27], [-1.69, 4.07, -5.48], [-0.84, 7.24, -2.69], [-1.61, 5.77, -7.32], [-0.78, 8.83, -4.61], [-2.07, 1.18, -1.60], [1.00, 4.01, -0.33], [-0.74, -0.70, -0.68], [2.21, 2.15, 0.73], [1.51, -1.96, 1.42], [2.27, -3.30, 1.36], [0.43, -2.08, 1.25], [1.60, -1.50, 2.42], [2.28, -3.77, 2.36], [1.78, -4.02, 0.69], [3.32, -3.19, 1.05], [2.42, -1.43, -1.38], [3.16, -0.53, -2.38], [1.44, -1.69, -1.79], [2.95, -2.38, -1.19], [3.03, -0.96, -3.38], [2.78, 0.50, -2.42], [4.24, -0.51, -2.18], [3.58, 0.03, 0.91], [4.76, -0.87, 1.23], [3.24, 0.58, 1.80], [3.88, 0.80, 0.18], [5.58, -0.23, 1.56], [4.54, -1.59, 2.04], [5.12, -1.42, 0.35], [-1.87, -0.07, 2.39], [-2.76, -3.33, -2.04], [-0.92, -3.51, -1.98], [-0.49, -4.96, -2.23], [-0.58, -3.16, -0.99], [-0.52, -2.84, -2.76], [0.58, -5.00, -2.43], [-0.70, -5.60, -1.37], [-1.01, -5.39, -3.09], [-3.18, -3.11, -0.26], [-4.59, -3.67, -0.02], [-3.09, -2.05, 0.03], [-2.44, -3.69, 0.32], [-4.80, -3.74, 1.05], [-5.35, -3.03, -0.48], [-4.70, -4.66, -0.46], [-2.96, -1.64, -2.74], [-3.19, -1.70, -4.26], [-2.05, -1.07, -2.51], [-3.81, -1.19, -2.23], [-3.53, -0.72, -4.62], [-2.28, -1.96, -4.80], [-3.96, -2.43, -4.52], [0.92, 2.14, 3.50], [0.68, 1.23, 4.95], [-0.55, 1.09, 5.48], [-0.86, 0.38, 6.72], [0.35, 0.19, 7.61], [1.58, -0.18, 6.81], [1.71, 0.66, 5.61], [-1.30, 1.18, 4.81], [-1.30, -0.59, 6.45], [-1.62, 0.95, 7.25], [0.13, -0.62, 8.31], [0.54, 1.10, 8.18], [1.55, -1.24, 6.50], [2.48, -0.03, 7.41], [2.55, 0.59, 5.07]], "lowdin_charge": [-0.01, -0.22, 0.00, -0.11, 0.08, -0.11, 0.10, 0.04, -0.34, -0.13, -0.16, -0.32, -0.13, -0.11, 1.32, 1.01, 0.11, 0.11, 0.12, 0.12, 0.13, 0.15, 0.10, 0.09, -0.31, -0.10, 0.07, 0.10, 0.09, 0.08, 0.06, -0.29, -0.10, 0.08, 0.10, 0.09, 0.08, 0.08, -0.33, -0.10, 0.08, 0.10, 0.09, 0.08, 0.09, -0.16, 0.96, -0.46, -0.17, 0.04, 0.07, 0.06, 0.07, 0.07, -0.45, -0.18, 0.04, 0.07, 0.07, 0.07, 0.06, -0.45, -0.17, 0.03, 0.08, 0.07, 0.07, 0.07, 0.48, -0.79, 0.01, -0.15, -0.15, -0.15, 0.02, 0.04, 0.13, 0.13, 0.13, 0.13, 0.13, 0.13, 0.12], "energy_ev": -154061.2309, "homo_lumo_gap_ev": [5.51, 5.52], "e_above_lowest_kcal_mol": 0.93, "total_charge": 2, "e_homo_ev": [-12.16, -12.17], "multiplicity": 8}